one) Density functional theory data (ωB97M-V/def2-TZVPD) for a 3-piece molecular cluster, C3H12O3 overall.

```
18
C3H12O3, DFT ωB97M-V/def2-TZVPD
O 14.179 11.650 -18.302
O 14.849 15.996 -17.130
O 16.438 17.838 -19.536
C 14.637 12.583 -17.443
C 16.527 16.780 -18.654
C 13.580 15.588 -16.953
H 16.735 18.600 -19.035
H 17.112 15.973 -19.095
H 13.226 15.981 -16.000
H 13.355 11.964 -18.681
H 13.996 12.784 -16.585
H 14.767 13.528 -17.971
H 16.942 17.007 -17.672
H 15.606 12.322 -17.019
H 14.848 16.897 -17.461
H 15.589 16.355 -18.297
H 13.009 15.998 -17.786
H 13.393 14.532 -16.762
```

Multiplicity ... 1
E_LUMO ... 0.61 eV
Charge ... 0
Gap between HOMO and LUMO ... 9.797 eV
SMILES string ... CO.CO.CO


two) Density functional theory data (ωB97M-V/def2-TZVPD) for a 3-piece molecular cluster, C3H12O3 overall.

```
18
C3H12O3, DFT ωB97M-V/def2-TZVPD
O 2.437 4.925 -2.495
O -1.062 -3.453 3.044
O -1.314 -1.494 0.941
C 0.056 0.472 0.674
C -0.284 -0.897 0.138
C -0.647 -0.935 -1.335
H -1.262 -0.065 -1.602
H -0.725 1.232 0.570
H -0.285 -3.419 3.610
H 0.582 -1.537 0.301
H 2.499 4.237 -3.172
H 0.298 -0.807 -1.863
H -1.077 -2.653 2.501
H 0.223 0.394 1.752
H 0.952 0.916 0.240
H 2.785 5.713 -2.969
H -1.925 -0.858 1.322
H -1.250 -1.772 -1.657
```

Multiplicity ... 1
E_LUMO ... 0.68 eV
Charge ... 0
Gap between HOMO and LUMO ... 11.372 eV
SMILES string ... CC(C)O.O.O


Most stable: two). Least stable: one).


one) Density functional theory data (ωB97M-V/def2-TZVPD) for C22H20BCl3F6N2O9RuS2Si as an isolated structure.

```
67
C22H20BCl3F6N2O9RuS2Si, DFT ωB97M-V/def2-TZVPD
Ru -0.109 0.204 0.827
Cl 3.425 3.938 1.488
Cl -0.210 0.442 3.443
Cl 3.154 3.009 6.788
S -4.369 -1.667 0.568
S -1.908 -3.063 0.392
Si 2.837 -1.472 0.565
F -2.381 -4.468 2.601
F -3.624 -1.785 3.121
F -5.384 -2.954 2.660
F -5.517 -0.797 2.786
F -2.673 -5.591 0.774
F -0.674 -5.135 1.453
O -1.309 -3.436 -0.850
O 1.266 1.960 1.325
O -5.662 -1.855 -0.026
O -1.159 -0.279 -1.977
O -1.205 -2.173 1.274
O -1.674 1.756 0.859
O -3.736 -0.392 0.450
O 1.439 -1.050 1.188
O 1.036 0.366 -2.080
N -3.474 -2.912 0.270
N -1.753 2.391 -0.273
C 1.552 1.786 4.965
C -4.732 -1.811 2.387
C 3.159 3.350 4.096
C 1.183 0.451 -4.538
C -0.897 -0.140 -5.638
C -0.763 3.777 -1.899
C -0.788 -0.169 -3.269
C 0.430 0.259 -5.700
C 2.674 -2.686 -0.886
C 1.652 2.170 2.515
C -0.711 3.141 -0.683
C 3.877 -0.002 -0.030
C 2.698 3.089 2.822
C -2.939 2.864 -2.256
C 3.860 -2.366 1.895
C 0.551 0.231 -3.333
C -2.853 2.240 -1.034
C -1.916 -4.650 1.358
C -1.533 -0.363 -4.414
C 1.111 1.547 3.682
C 2.582 2.691 5.167
C -1.883 3.643 -2.710
B -0.023 0.067 -1.157
H 1.914 -3.437 -0.656
H 4.875 -0.309 -0.363
H 3.986 0.731 0.772
H -1.921 4.112 -3.684
H 3.370 0.497 -0.858
H 2.356 -2.168 -1.795
H 2.220 0.757 -4.572
H 3.617 -3.201 -1.098
H 4.069 -1.692 2.730
H -2.565 -0.684 -4.352
H -1.452 -0.288 -6.558
H 0.133 3.129 -0.005
H 4.813 -2.733 1.501
H 0.895 0.419 -6.666
H 3.301 -3.219 2.290
H 1.093 1.272 5.798
H -3.578 1.557 -0.616
H 0.098 4.347 -2.218
H 3.962 4.059 4.246
H -3.816 2.695 -2.864
```

Multiplicity ... 1
E_LUMO ... 4.14 eV
Charge ... -2
Gap between HOMO and LUMO ... 5.716 eV


two) Density functional theory data (ωB97M-V/def2-TZVPD) for C22H20BCl3F6N2O9RuS2Si as an isolated structure.

```
67
C22H20BCl3F6N2O9RuS2Si, DFT ωB97M-V/def2-TZVPD
Ru 0.051 1.326 0.053
Cl 6.105 -7.015 1.871
Cl 1.685 -5.852 -1.000
Cl 5.406 -2.028 -0.087
S -2.998 2.623 0.639
S -1.909 4.388 -1.233
Si -0.403 -1.166 2.257
F -2.358 2.281 3.161
F -0.726 6.723 -1.307
F -0.983 5.946 0.696
F -0.903 3.438 2.047
F -2.788 4.331 2.624
F -2.674 6.774 -0.368
O -0.161 -1.256 -1.566
O -0.657 3.690 -1.133
O -2.430 4.708 -2.528
O 2.115 1.539 0.026
O 2.885 -3.119 -1.141
O -0.143 0.343 1.761
O -4.313 2.250 1.054
O -2.131 1.598 0.115
O 0.316 0.593 -2.855
N 2.928 0.499 -0.216
N -3.065 3.901 -0.271
C 3.539 -3.933 -0.481
C -0.036 -1.264 4.110
C 0.631 -2.475 1.400
C 3.167 -5.324 -0.261
C 0.100 -2.914 -3.368
C 5.610 -4.551 0.831
C 0.395 -3.037 -4.728
C 0.664 -1.924 -5.513
C 0.084 -1.643 -2.841
C -1.559 6.048 -0.503
C 4.251 -0.445 -2.186
C 3.241 0.304 -1.451
C 3.405 -0.081 0.995
C -2.201 3.196 2.210
C 5.160 -5.839 0.977
C -2.206 -1.667 2.019
C 4.107 -1.201 1.094
C 3.932 -6.223 0.424
C 5.305 -1.237 -2.143
C 0.364 -0.525 -3.624
C 0.654 -0.637 -4.966
C 4.779 -3.647 0.189
B 0.009 0.166 -1.500
H -0.283 -2.252 4.509
H 4.546 -1.468 2.036
H 2.645 0.963 -2.071
H 4.208 -0.149 -3.241
H -0.614 -0.516 4.659
H 0.426 -4.024 -5.175
H 1.691 -2.222 1.391
H 3.042 0.490 1.836
H 6.564 -4.231 1.227
H 0.894 -2.054 -6.564
H -2.882 -0.890 2.385
H -0.088 -3.774 -2.740
H 6.779 -2.676 -0.580
H -2.410 -1.808 0.954
H -2.441 -2.603 2.538
H 3.591 -7.245 0.526
H 0.866 0.241 -5.563
H 0.525 -3.448 1.893
H 0.329 -2.588 0.357
H 1.024 -1.075 4.303
```

Multiplicity ... 1
E_LUMO ... 3.75 eV
Charge ... -2
Gap between HOMO and LUMO ... 5.615 eV


Most stable: one). Least stable: two).


one) Density functional theory data (ωB97M-V/def2-TZVPD) for a 2-piece molecular cluster, C7H14S overall.

```
22
C7H14S, DFT ωB97M-V/def2-TZVPD
S -1.667 -0.565 0.773
C 1.798 0.025 -0.254
C -0.347 0.427 -0.019
C -0.735 1.716 -0.823
C 0.978 -0.388 2.162
C 0.920 0.516 0.919
C 0.553 -0.463 -0.875
C 0.478 -0.739 -2.425
H 0.942 0.141 -3.074
H 0.461 -1.511 -0.635
H 0.337 -0.091 2.956
H 1.003 -1.764 -2.756
H 2.183 0.759 -0.949
H 0.117 1.850 -1.612
H -3.036 0.848 0.015
H -1.807 1.432 -1.324
H -0.654 2.595 0.089
H 0.439 -1.482 1.812
H 2.708 -0.550 -0.103
H -0.801 -0.733 -2.583
H 2.022 -0.553 2.610
H 0.880 1.526 1.077
```

Multiplicity ... 1
E_LUMO ... -1.08 eV
Charge ... 0
Gap between HOMO and LUMO ... 7.745 eV


two) Density functional theory data (ωB97M-V/def2-TZVPD) for a 2-piece molecular cluster, C7H14S overall.

```
22
C7H14S, DFT ωB97M-V/def2-TZVPD
S 1.818 1.261 -0.991
C -1.746 -1.824 2.235
C 0.909 1.734 0.508
C -2.255 -0.693 1.668
C 2.428 -1.304 -1.697
C 2.095 -0.457 -0.501
C -2.884 -0.652 0.321
C -3.247 0.541 -0.246
H -2.982 1.521 0.185
H -1.346 -1.848 3.237
H 0.753 2.798 0.375
H 2.682 -2.315 -1.334
H 1.561 1.535 1.368
H 2.935 -0.480 0.179
H 1.175 -0.797 0.000
H 3.281 -0.919 -2.282
H -0.004 1.144 0.517
H -2.934 -1.575 -0.281
H -3.681 0.592 -1.238
H -2.116 0.313 2.084
H -1.790 -2.788 1.692
H 1.572 -1.432 -2.381
```

Multiplicity ... 1
E_LUMO ... 0.74 eV
Charge ... 0
Gap between HOMO and LUMO ... 9.110 eV
SMILES string ... C=CC=C.CCSC


Most stable: two). Least stable: one).


one) Density functional theory data (ωB97M-V/def2-TZVPD) for one molecule with the formula CH3NO2S.

```
8
CH3NO2S, DFT ωB97M-V/def2-TZVPD
S 1.904 -1.538 0.503
O -0.555 -0.347 0.342
O 3.176 -1.082 1.027
N 0.679 0.128 0.747
C -1.225 0.610 -0.452
H -0.726 1.477 -0.194
H -0.941 0.426 -1.547
H -2.312 0.325 -0.425
```

Multiplicity ... 1
E_LUMO (alpha / beta) ... -1.15 / -0.47 eV
Charge ... 0
Gap between HOMO and LUMO (alpha / beta) ... 8.249 / 8.836 eV


two) Density functional theory data (ωB97M-V/def2-TZVPD) for one molecule with the formula CH3NO2S.

```
8
CH3NO2S, DFT ωB97M-V/def2-TZVPD
S 1.586 -0.112 0.476
O 2.074 -1.266 -0.312
O 1.394 1.107 -0.307
N -0.422 -0.510 0.257
C -1.071 0.468 -0.192
H -0.879 -1.384 0.731
H -0.431 1.210 -0.711
H -2.251 0.488 0.058
```

Multiplicity ... 1
E_LUMO ... -0.22 eV
Charge ... 0
Gap between HOMO and LUMO ... 9.693 eV


three) Density functional theory data (ωB97M-V/def2-TZVPD) for a 2-piece molecular cluster, CH3NO2S overall.

```
8
CH3NO2S, DFT ωB97M-V/def2-TZVPD
S -2.695 -0.559 0.722
O -1.462 -1.842 -0.011
O 0.324 0.382 -0.157
N 1.964 2.037 -0.318
C 1.171 1.177 -0.271
H 2.762 2.214 -0.947
H -0.848 -1.011 0.198
H -1.215 -2.396 0.783
```

Multiplicity ... 1
E_LUMO ... -0.05 eV
Charge ... 0
Gap between HOMO and LUMO ... 8.142 eV


four) Density functional theory data (ωB97M-V/def2-TZVPD) for a 2-piece molecular cluster, CH3NO2S overall.

```
8
CH3NO2S, DFT ωB97M-V/def2-TZVPD
S 0.648 -0.575 0.025
O 3.454 1.272 0.882
O 3.996 -0.283 -0.527
N 3.294 0.416 0.096
C 1.186 -2.289 -0.002
H 1.255 -2.925 0.910
H 2.204 -2.429 -0.510
H 0.487 -2.931 -0.674
```

Multiplicity ... 1
E_LUMO (alpha / beta) ... -2.92 / -2.92 eV
Charge ... 0
Gap between HOMO and LUMO (alpha / beta) ... 6.305 / 6.340 eV


Most stable: two). Least stable: four).


one) Density functional theory data (ωB97M-V/def2-TZVPD) for a 2-piece molecular cluster, CH3NO2S overall.

```
8
CH3NO2S, DFT ωB97M-V/def2-TZVPD
S 1.700 -1.103 -0.045
O 1.788 1.864 -0.061
O 3.971 0.066 0.008
N 2.788 0.092 -0.014
C 0.162 -0.177 -0.043
H -0.656 -0.893 -0.062
H 0.151 0.476 -0.913
H 0.138 0.445 0.851
```

Multiplicity ... 1
E_LUMO (alpha / beta) ... -1.16 / -1.16 eV
Charge ... 0
Gap between HOMO and LUMO (alpha / beta) ... 8.710 / 8.705 eV


two) Density functional theory data (ωB97M-V/def2-TZVPD) for a 2-piece molecular cluster, CH3NO2S overall.

```
8
CH3NO2S, DFT ωB97M-V/def2-TZVPD
S -0.153 0.411 -1.663
O 1.138 1.024 -1.604
O -0.069 -1.190 -0.975
N 0.298 0.184 0.992
C -0.486 -0.247 -0.091
H 0.062 -0.246 1.812
H 1.298 0.203 0.811
H -2.088 -0.139 0.717
```

Multiplicity ... 1
E_LUMO ... -0.11 eV
Charge ... 0
Gap between HOMO and LUMO ... 9.686 eV


three) Density functional theory data (ωB97M-V/def2-TZVPD) for a 2-piece molecular cluster, CH3NO2S overall.

```
8
CH3NO2S, DFT ωB97M-V/def2-TZVPD
S -0.052 -1.628 0.845
O 2.399 -0.639 0.585
O -1.064 -1.506 1.886
N -0.485 -0.855 -0.555
C 1.375 -0.531 1.186
H -1.183 0.003 -0.594
H 0.329 -0.777 -1.073
H 1.249 0.813 1.929
```

Multiplicity ... 1
E_LUMO ... -0.12 eV
Charge ... 0
Gap between HOMO and LUMO ... 9.129 eV


Most stable: three). Least stable: one).


one) Density functional theory data (ωB97M-V/def2-TZVPD) for C5H9N2O2 as an isolated structure.

```
18
C5H9N2O2, DFT ωB97M-V/def2-TZVPD
O -0.396 -0.813 0.768
O 0.282 -1.501 -1.866
N -0.118 0.908 -0.417
N 1.667 -2.669 -3.340
C -0.987 1.196 1.740
C 0.836 0.208 0.618
C 0.901 -2.117 -2.647
C -1.156 0.366 0.471
C 0.548 1.061 1.839
H -1.339 2.216 1.606
H -0.035 1.922 -0.509
H -1.505 0.753 2.586
H -0.297 -1.403 -0.019
H 1.088 2.003 1.776
H 0.883 0.545 2.735
H -0.042 0.448 -1.335
H -2.157 0.191 0.071
H 1.827 -3.316 -4.077
```

Multiplicity ... 1
E_LUMO ... -2.98 eV
Charge ... +1
Gap between HOMO and LUMO ... 9.590 eV


two) Density functional theory data (ωB97M-V/def2-TZVPD) for an isolated ion of composition C5H9N2O2 and charge +1.

```
18
C5H9N2O2, DFT ωB97M-V/def2-TZVPD
O 2.088 -1.203 0.612
O 2.938 -0.504 -0.369
N 1.125 0.966 0.207
N -0.990 -0.710 -0.235
C 1.614 -0.444 -0.310
C -1.825 -1.792 -0.336
C -0.847 -0.140 0.970
C 0.531 1.609 -0.986
C 0.140 0.843 1.200
H -1.893 -2.085 -1.509
H -1.716 -2.675 0.336
H 1.969 1.432 0.436
H -2.893 -1.502 0.073
H 1.242 1.549 -1.756
H 0.291 1.268 2.180
H -0.292 1.040 -1.283
H -1.661 -0.228 1.645
H 0.178 2.577 -0.876
```

Multiplicity ... 1
E_LUMO (alpha / beta) ... -6.15 / -6.09 eV
Charge ... +1
Gap between HOMO and LUMO (alpha / beta) ... 8.066 / 7.629 eV


Most stable: one). Least stable: two).


one) Density functional theory data (ωB97M-V/def2-TZVPD) for a 2-piece molecular cluster, C2H7NO2 overall.

```
12
C2H7NO2, DFT ωB97M-V/def2-TZVPD
O 1.302 -0.824 0.440
O -2.686 1.112 -0.954
N -1.697 0.080 0.840
C 1.982 0.030 -0.474
C -2.229 0.132 -0.408
H -2.261 -0.836 -0.908
H 1.736 1.088 -0.326
H -0.963 -0.601 0.970
H 3.050 -0.106 -0.404
H 1.765 -0.758 1.283
H 1.683 -0.212 -1.488
H -1.682 0.895 1.428
```

Multiplicity ... 1
E_LUMO ... 0.63 eV
Charge ... 0
Gap between HOMO and LUMO ... 10.431 eV
SMILES string ... NC=O.CO


two) Density functional theory data (ωB97M-V/def2-TZVPD) for a 2-piece molecular cluster, C2H7NO2 overall.

```
12
C2H7NO2, DFT ωB97M-V/def2-TZVPD
O 0.906 -2.065 1.720
O -1.204 1.170 -0.982
N 1.212 -0.184 0.406
C 1.436 -0.974 1.632
C -1.863 1.526 -2.199
H -1.595 2.594 -2.382
H -1.385 0.663 -2.858
H 2.307 -0.623 2.228
H -1.868 0.868 -0.330
H 1.472 0.767 0.333
H 0.373 -0.413 -0.101
H -2.847 1.285 -2.241
```

Multiplicity ... 1
E_LUMO ... 0.71 eV
Charge ... 0
Gap between HOMO and LUMO ... 10.691 eV
SMILES string ... NC=O.CO


Most stable: one). Least stable: two).


one) Density functional theory data (ωB97M-V/def2-TZVPD) for a 2-piece molecular cluster, CH2O2S3 overall.

```
8
CH2O2S3, DFT ωB97M-V/def2-TZVPD
S 2.927 0.059 -0.303
S 0.377 1.712 -0.044
S 1.869 -0.632 1.359
O 3.710 1.217 -0.012
O 3.430 -0.946 -1.175
C 1.201 0.212 -0.117
H -0.391 1.409 1.014
H -0.115 -1.578 -0.959
```

Multiplicity ... 1
E_LUMO (alpha / beta) ... -1.75 / -0.83 eV
Charge ... 0
Gap between HOMO and LUMO (alpha / beta) ... 8.362 / 8.138 eV


two) Density functional theory data (ωB97M-V/def2-TZVPD) for CH2O2S3 as an isolated structure.

```
8
CH2O2S3, DFT ωB97M-V/def2-TZVPD
S 3.110 -0.454 -0.025
S -0.290 2.377 0.527
S 0.008 -0.318 0.360
O -0.325 -2.064 0.022
O -1.298 2.084 -0.738
C 1.562 -0.485 0.041
H -1.703 1.239 -0.603
H -1.063 -2.378 0.417
```

Multiplicity ... 1
E_LUMO (alpha / beta) ... -2.10 / -1.38 eV
Charge ... 0
Gap between HOMO and LUMO (alpha / beta) ... 5.746 / 8.022 eV


Most stable: two). Least stable: one).